170
Properties=species:S:1:pos:R:3 method="wB97M-V/def2-TZVPD" de_lowest_kcal_mol=66.14 homo_lumo_gap_ev=8.589 lumo_ev=-3.137 charge=+1 energy_ev=-257436.965 molar_mass_g_mol=1800.86
C 0.559 4.889 -4.200
C 0.448 3.347 -4.030
C -0.924 2.910 -3.398
N -0.651 2.582 -1.987
C -1.864 2.424 -1.163
N -1.392 2.406 0.242
C -2.058 3.518 0.999
C -0.948 4.269 1.882
O 0.315 4.079 1.257
C -1.629 1.090 0.629
N -1.521 0.532 1.806
C -1.053 1.294 2.983
C -1.125 0.465 4.296
O -2.079 -0.022 4.711
Cl 0.433 0.349 5.173
O -1.844 -0.774 1.995
C -0.718 -1.688 1.843
C -0.617 -2.609 3.109
O -0.270 -3.936 2.746
C 0.945 -3.992 1.998
C 1.629 -5.376 2.086
N -2.049 0.212 -0.429
C -0.956 -0.451 -1.202
C -1.296 -1.927 -1.633
O -0.155 -2.731 -1.363
C 0.926 -2.416 -2.216
C 2.239 -2.113 -1.433
F 2.010 -1.731 -0.150
F 2.956 -3.256 -1.354
C 3.100 -1.006 -2.093
F 2.593 0.217 -1.909
F 4.297 -0.995 -1.422
C 3.440 -1.231 -3.596
F 3.541 -2.518 -3.937
F 2.457 -0.656 -4.339
C 4.765 -0.510 -4.029
F 4.589 0.823 -3.959
F 4.950 -0.842 -5.325
C -2.732 1.163 -1.321
I -4.645 1.449 -0.233
C -3.231 0.705 -2.716
C -4.009 1.806 -3.528
C -5.380 1.228 -3.958
O -5.577 1.009 -5.095
O -6.372 0.929 -3.041
H -0.198 5.224 -4.921
H 1.580 5.110 -4.501
H 0.415 5.338 -3.198
H 0.649 2.787 -4.959
H 1.234 3.015 -3.323
H -1.710 3.679 -3.546
H -1.206 1.989 -3.942
H -0.202 3.424 -1.611
H -2.526 3.244 -1.512
H -2.848 3.109 1.653
H -2.479 4.298 0.358
H -1.137 5.351 1.846
H -0.964 3.959 2.938
H 0.799 3.354 1.672
H -0.027 1.648 2.818
H -1.771 2.115 3.137
H -0.980 -2.368 1.015
H 0.242 -1.184 1.648
H -1.604 -2.707 3.592
H 0.166 -2.227 3.793
H 0.716 -3.814 0.926
H 1.632 -3.171 2.302
H 0.905 -6.176 2.296
H 2.478 -5.337 2.786
H 2.055 -5.585 1.086
H -0.657 0.094 -2.110
H -0.071 -0.492 -0.544
H -2.212 -2.300 -1.147
H -1.513 -1.930 -2.722
H 0.707 -1.637 -2.967
H 1.151 -3.336 -2.794
H 5.642 -0.834 -3.454
H -2.437 0.273 -3.351
H -3.937 -0.129 -2.537
H -4.107 2.760 -2.989
H -3.476 1.954 -4.478
H -6.325 -0.011 -2.805
C -8.800 1.982 -5.831
C -9.918 2.087 -4.817
O -10.224 3.481 -4.765
S -9.982 4.136 -6.214
O -11.226 4.217 -6.888
O -9.125 5.257 -6.053
O -9.131 2.930 -6.854
H -7.842 2.271 -5.396
H -8.717 0.983 -6.253
H -9.625 1.722 -3.835
H -10.811 1.552 -5.151
C 5.829 -7.613 3.201
C 6.328 -7.731 4.624
O 5.313 -7.103 5.419
S 3.881 -7.335 4.729
O 3.244 -8.434 5.358
O 3.242 -6.072 4.584
O 4.413 -7.815 3.288
H 6.008 -6.612 2.799
H 6.279 -8.351 2.542
H 7.288 -7.243 4.769
H 6.402 -8.776 4.932
C -7.648 7.784 -4.183
C -7.850 9.047 -3.373
O -7.939 8.595 -2.015
S -7.010 7.296 -1.825
O -5.764 7.702 -1.276
O -7.791 6.265 -1.243
O -6.786 6.964 -3.381
H -8.588 7.249 -4.329
H -7.192 7.981 -5.150
H -8.750 9.586 -3.659
H -6.988 9.713 -3.453
C 10.633 -5.966 7.642
C 11.868 -6.273 6.821
O 11.538 -7.469 6.104
S 9.966 -7.475 5.776
O 9.778 -7.001 4.448
O 9.415 -8.699 6.230
O 9.531 -6.305 6.790
H 10.581 -6.594 8.533
H 10.579 -4.919 7.934
H 12.750 -6.427 7.437
H 12.067 -5.484 6.092
C -0.433 -4.532 6.099
C 0.438 -5.467 6.914
O 0.035 -5.246 8.268
S -1.535 -4.877 8.300
O -2.266 -6.053 8.603
O -1.695 -3.670 9.031
O -1.713 -4.563 6.729
H -0.057 -3.505 6.140
H -0.515 -4.846 5.059
H 1.499 -5.263 6.791
H 0.238 -6.512 6.664
C -6.025 -3.347 4.479
C -6.780 -4.657 4.594
O -5.800 -5.604 5.020
S -4.713 -4.865 5.960
O -5.064 -5.085 7.314
O -3.417 -5.139 5.459
O -5.111 -3.348 5.576
H -5.447 -3.302 3.551
H -6.685 -2.483 4.536
H -7.226 -4.965 3.651
H -7.556 -4.601 5.361
C 4.259 7.587 -8.256
C 4.859 7.384 -6.880
O 3.856 7.854 -5.974
S 2.401 7.571 -6.597
O 1.894 6.364 -6.034
O 1.662 8.779 -6.581
O 2.872 7.263 -8.104
H 4.333 8.630 -8.572
H 4.718 6.948 -9.007
H 5.787 7.934 -6.744
H 5.033 6.324 -6.675
C 7.197 2.517 -0.563
C 5.859 2.053 -1.102
O 5.069 3.241 -1.190
S 6.026 4.493 -1.532
O 5.975 4.731 -2.930
O 5.785 5.512 -0.578
O 7.431 3.779 -1.194
H 7.156 2.678 0.517
H 8.001 1.822 -0.794
H 5.379 1.322 -0.456
H 5.960 1.639 -2.108